A 9-piece molecular cluster, C4H27NO13 overall at a distorted geometry. Source: the OMol25 dataset; level of theory: ωB97M-V with the def2-TZVPD basis set.

Each line ends with the natural charge from an NBO analysis.
Element x y z (Å)
C (-0.614, -1.172, 1.697)  0.497
N (-0.224, -0.059, 0.938)  -0.739
C (-1.152, 2.016, 2.187)  -0.627
C (-0.849, 1.263, 0.907)  -0.116
C (-2.086, 1.187, 0.037)  0.752
O (-3.115, 0.269, 0.456)  -0.764
O (-2.475, 2.506, -0.175)  -0.690
O (-0.888, -0.744, 3.067)  -0.728
H (0.117, -2.052, 1.901)  0.169
H (0.855, 0.087, 0.916)  0.445
H (-2.115, 1.576, 2.723)  0.197
H (-1.310, 3.146, 1.945)  0.242
H (-0.365, 1.997, 2.881)  0.236
H (-0.110, 1.829, 0.260)  0.242
H (-3.955, 0.580, 0.238)  0.483
H (3.140, -0.823, 1.404)  0.477
H (2.999, -0.917, -0.079)  0.510
O (2.461, -0.826, 0.700)  -0.996
H (-1.641, -0.196, 2.917)  0.452
H (-1.429, -0.226, -1.276)  0.520
O (-1.946, 0.562, -1.237)  -0.765
H (1.650, 1.628, -1.573)  0.519
H (2.407, 2.797, -1.067)  0.474
O (2.580, 1.999, -1.463)  -0.986
H (-2.494, -1.523, 0.889)  0.516
H (-0.502, -3.435, 1.143)  0.493
O (-1.700, -1.908, 1.206)  -0.777
H (-0.889, 1.477, -2.176)  0.508
H (0.370, 1.144, -3.135)  0.489
O (0.064, 1.735, -2.459)  -1.014
H (0.019, -1.215, -3.673)  0.456
H (0.780, -1.912, -2.672)  0.491
O (0.982, -1.304, -3.416)  -0.985
H (0.039, -1.924, -0.676)  0.507
H (-3.297, 2.550, -0.580)  0.478
O (-0.349, -2.274, -1.533)  -0.991
H (3.767, -0.607, -2.263)  0.489
H (3.642, 0.647, -1.352)  0.516
O (3.764, -0.360, -1.361)  -0.991
H (3.361, 1.973, 0.632)  0.464
H (2.724, 1.025, 1.486)  0.462
O (3.242, 1.783, 1.525)  -0.936
H (0.952, -3.635, 0.735)  0.469
H (-0.482, -3.230, -1.416)  0.515
O (0.073, -3.955, 0.482)  -0.963

Output
HOMO level = -9.7316 eV
DFT total energy = -1201.4200 Eh
orbital gap = 9.81 eV
SMILES string = C[C@@H](NC(O)O)C(O)(O)O.O.O.O.O.O.O.O.O
energy above the lowest of the compared OMol25 structures with the same formula, charge and spin = 398.1 kJ/mol

***

A 2-piece molecular cluster, C5H9NO2 overall at a distorted geometry. Source: the OMol25 dataset; level of theory: ωB97M-V with the def2-TZVPD basis set.

Each line ends with the Mulliken spin population.
Element x y z (Å)
C (0.819, -1.182, 1.914)  0.016
N (1.730, 0.143, -0.167)  -0.006
C (-1.333, 1.586, -0.019)  0.007
C (-1.287, 1.116, -1.499)  -0.001
C (1.670, -0.599, 0.731)  -0.001
C (1.428, -1.404, -0.767)  -0.004
O (2.329, -1.831, -1.364)  0.004
O (-0.320, -0.512, 1.988)  0.889
H (0.772, -2.264, 1.766)  0.035
H (-0.364, 1.931, 0.337)  0.000
H (-2.102, 2.323, 0.159)  0.000
H (-2.185, 1.336, -2.049)  0.000
H (-1.505, 0.650, 0.509)  -0.001
H (-1.056, 0.051, -1.551)  0.000
H (1.367, -0.985, 2.858)  0.060
H (0.443, -1.867, -0.843)  0.001
H (-0.405, 1.509, -2.004)  0.000

Output
HOMO level (alpha / beta) = -14.9511 / -14.9380 eV
2S+1 = 2
DFT total energy = -400.6169 Eh
orbital gap (alpha / beta) = 7.82 / 6.95 eV
total charge = +1
⟨S²⟩ = 0.75
energy above the lowest of the compared OMol25 structures with the same formula, charge and spin = 693.4 kJ/mol

***

C33H28N6O11S2 as an isolated structure. Source: the OMol25 dataset; level of theory: ωB97M-V with the def2-TZVPD basis set.

Each line ends with the Mulliken charge.
Element x y z (Å)
C (-2.851, 2.671, 3.843)  -0.612
S (-1.859, 1.490, 2.989)  1.651
O (-2.698, 0.685, 2.138)  -0.716
O (-1.042, 0.787, 3.938)  -0.709
C (-0.849, 2.493, 1.924)  -0.001
C (-1.433, 2.950, 0.788)  -0.760
C (-0.735, 3.772, -0.151)  0.378
C (-1.466, 4.257, -1.388)  -0.933
C (-0.554, 4.189, -2.599)  -0.020
O (-0.394, 3.168, -3.220)  -0.455
C (0.564, 4.094, 0.076)  -0.858
C (1.206, 3.624, 1.242)  0.335
N (2.471, 3.863, 1.602)  -0.635
S (2.687, 3.148, 3.006)  0.125
N (1.245, 2.497, 3.264)  -0.581
C (0.503, 2.826, 2.203)  0.975
H (-3.098, 3.477, 3.155)  0.370
H (-2.233, 3.089, 4.634)  0.411
H (-3.751, 2.181, 4.207)  -0.087
H (-2.456, 2.669, 0.571)  0.443
H (-1.827, 5.272, -1.215)  0.353
H (-2.314, 3.600, -1.573)  0.410
H (-0.021, 5.115, -2.882)  0.376
H (1.121, 4.706, -0.615)  0.589
C (3.656, -1.079, -2.709)  -0.746
C (2.512, -0.405, -2.299)  -0.039
C (2.540, 0.969, -2.132)  -0.425
C (3.722, 1.644, -2.388)  0.089
C (4.872, 0.994, -2.797)  -0.802
C (4.833, -0.382, -2.955)  -0.354
N (3.738, 3.108, -2.243)  1.003
O (2.711, 3.626, -1.850)  -0.552
O (4.751, 3.709, -2.528)  -0.629
H (3.634, -2.152, -2.844)  0.461
H (1.593, -0.945, -2.120)  0.358
H (1.655, 1.505, -1.824)  0.610
H (5.777, 1.550, -2.992)  0.495
H (5.720, -0.910, -3.268)  0.549
C (-1.440, -4.636, 2.137)  -0.422
C (-1.642, -3.268, 2.258)  -0.499
C (-1.315, -2.420, 1.211)  -0.251
C (-0.784, -2.968, 0.060)  0.021
C (-0.571, -4.328, -0.083)  -0.458
C (-0.905, -5.165, 0.969)  -0.468
N (-0.423, -2.075, -1.054)  1.021
O (-0.575, -0.882, -0.897)  -0.555
O (0.032, -2.584, -2.061)  -0.633
H (-1.701, -5.294, 2.956)  0.379
H (-2.056, -2.851, 3.166)  0.484
H (-1.479, -1.356, 1.310)  0.516
H (-0.151, -4.723, -0.995)  0.463
H (-0.745, -6.230, 0.877)  0.368
C (3.600, -2.375, -8.883)  -0.417
C (4.782, -1.646, -8.902)  -0.429
C (5.601, -1.620, -7.786)  -0.423
C (5.215, -2.335, -6.667)  0.234
C (4.042, -3.064, -6.624)  -0.306
C (3.230, -3.079, -7.745)  -0.502
N (6.085, -2.318, -5.481)  1.055
O (7.091, -1.641, -5.523)  -0.611
O (5.736, -2.969, -4.516)  -0.597
H (2.964, -2.393, -9.758)  0.378
H (5.067, -1.095, -9.788)  0.370
H (6.521, -1.056, -7.784)  0.456
H (3.767, -3.606, -5.732)  0.423
H (2.307, -3.642, -7.730)  0.371
C (-6.325, -1.689, 8.686)  -0.415
C (-6.575, -0.339, 8.896)  -0.432
C (-6.347, 0.576, 7.882)  -0.397
C (-5.873, 0.112, 6.669)  0.170
C (-5.613, -1.226, 6.438)  -0.383
C (-5.842, -2.130, 7.461)  -0.455
N (-5.641, 1.074, 5.582)  1.055
O (-5.845, 2.251, 5.807)  -0.603
O (-5.248, 0.639, 4.517)  -0.637
H (-6.507, -2.400, 9.481)  0.380
H (-6.948, 0.003, 9.851)  0.369
H (-6.535, 1.629, 8.030)  0.445
H (-5.238, -1.553, 5.479)  0.501
H (-5.646, -3.181, 7.301)  0.368

Output
HOMO level = -9.2452 eV
DFT total energy = -3226.4787 Eh
orbital gap = 8.51 eV

***

A 2-piece molecular cluster, C4H5NO2 overall at a distorted geometry. Source: the OMol25 dataset; level of theory: ωB97M-V with the def2-TZVPD basis set.

Each line ends with the natural charge from an NBO analysis.
Element x y z (Å)
O (0.716, -0.989, 2.339)  -0.388
C (0.469, -0.108, 1.643)  0.875
C (0.439, 0.988, 0.836)  -0.762
C (0.617, 0.164, -1.037)  0.004
N (-0.606, -0.036, -1.509)  -0.611
C (-1.357, -0.911, -0.813)  0.498
O (-1.139, -1.272, 0.355)  -0.676
H (-0.540, 1.428, 0.681)  0.296
H (1.259, 1.679, 1.023)  0.273
H (1.232, -0.689, -0.729)  0.171
H (1.179, 0.998, -1.458)  0.195
H (-2.269, -1.251, -1.331)  0.126

Output
HOMO level = -8.9840 eV
DFT total energy = -360.5622 Eh
orbital gap = 9.17 eV
SMILES string = C=NC=O.C=C=O
energy above the lowest of the compared OMol25 structures with the same formula, charge and spin = 281.4 kJ/mol